# C22H62O14

9 unconnected molecules or ions with the total composition C22H62O14 in a non-equilibrium geometry (ωB97M-V/def2-TZVPD, the Open Molecules 2025 dataset).

```
! RIJCOSX wB97M-V def2-TZVPD def2/J DEFGRID3
* xyz 0 1
C 8.126 17.743 16.247
C 8.263 16.307 15.761
C 8.275 16.086 14.276
O 9.487 15.760 16.333
H 8.451 17.791 17.269
H 7.142 18.123 16.152
H 8.748 18.472 15.659
H 7.458 15.704 16.224
H 7.268 16.305 13.913
H 8.540 15.072 13.931
H 8.946 16.730 13.756
H 9.930 15.174 15.751
C 12.140 13.962 16.418
C 13.081 12.932 15.832
C 13.173 11.818 16.817
O 12.686 12.442 14.542
H 12.518 14.140 17.451
H 11.121 13.576 16.425
H 12.168 14.833 15.753
H 14.101 13.337 15.703
H 13.337 12.150 17.826
H 13.876 11.075 16.472
H 12.218 11.349 16.884
H 11.732 12.561 14.372
C 6.388 12.127 16.352
C 7.921 12.093 16.259
C 8.448 11.215 17.360
O 8.369 11.626 14.944
H 5.947 11.169 16.118
H 6.002 12.887 15.732
H 6.058 12.324 17.365
H 8.241 13.141 16.387
H 9.556 11.114 17.274
H 7.942 10.221 17.406
H 8.299 11.595 18.355
H 8.619 10.705 14.902
C 4.602 5.610 13.715
C 6.010 6.023 13.931
C 6.356 7.320 13.159
O 6.257 6.199 15.336
H 4.519 5.371 12.677
H 3.855 6.472 13.951
H 4.400 4.770 14.392
H 6.615 5.168 13.682
H 7.399 7.428 12.995
H 5.987 8.240 13.649
H 5.853 7.332 12.124
H 6.935 6.819 15.433
O 12.155 9.261 10.728
C 12.225 9.405 12.129
C 10.836 9.526 12.791
O 10.836 9.554 14.214
H 11.682 8.505 10.414
H 12.816 8.594 12.530
H 12.785 10.319 12.355
H 10.091 8.778 12.542
H 10.462 10.489 12.400
H 11.501 10.160 14.512
O 11.928 16.295 12.604
C 13.174 16.683 12.034
C 12.771 17.564 10.839
O 14.005 18.119 10.338
H 11.912 15.340 12.488
H 13.807 17.185 12.734
H 13.726 15.792 11.720
H 12.140 18.377 11.163
H 12.292 16.966 10.073
H 13.891 18.604 9.520
O 9.211 12.149 8.559
C 9.111 10.826 9.194
C 9.741 9.732 8.266
O 9.705 8.543 9.064
H 10.197 12.149 8.220
H 9.568 10.735 10.192
H 8.017 10.599 9.342
H 10.850 9.895 8.017
H 9.283 9.540 7.258
H 8.749 8.432 9.304
O 12.283 11.848 8.690
C 13.409 12.458 8.035
C 13.916 13.568 8.968
O 14.524 12.988 10.108
H 12.545 11.120 9.343
H 14.205 11.746 7.844
H 13.050 12.917 7.100
H 13.131 14.303 9.219
H 14.777 13.992 8.439
H 13.860 12.956 10.825
O 10.273 12.979 13.669
C 10.001 13.474 12.323
C 11.116 12.985 11.418
O 12.334 13.489 11.824
H 9.500 12.534 14.022
H 9.089 13.092 12.003
H 9.965 14.613 12.234
H 11.013 13.224 10.367
H 11.150 11.838 11.426
H 12.488 13.251 12.775
*
```

Computed properties:
strongest force on any atom: 3.04 eV/Å
gap between HOMO and LUMO: 9.856 eV

# C22H63BIN9O8P4

4 unconnected molecules or ions with the total composition C22H63BIN9O8P4 in a non-equilibrium geometry (ωB97M-V/def2-TZVPD, the Open Molecules 2025 dataset).

```
! RIJCOSX wB97M-V def2-TZVPD def2/J DEFGRID3
* xyz 0 1
O -7.916 5.704 -2.377
B -6.957 5.089 -3.237
O -6.167 5.927 -4.099
O -6.714 3.670 -3.255
C -5.850 3.448 -2.119
C -6.535 3.314 -0.708
O -5.367 3.119 0.143
C -4.458 2.257 -0.589
P -2.607 2.763 -0.547
O -2.401 4.039 0.571
I -1.486 0.706 0.308
C -4.783 2.286 -2.173
H -7.381 6.276 -1.797
H -5.505 6.315 -3.498
H -5.188 4.378 -2.143
H -7.131 2.356 -0.613
H -7.119 4.206 -0.346
H -4.571 1.222 -0.154
H -3.087 4.012 1.263
H -3.947 2.653 -2.835
H -5.130 1.244 -2.404
C -0.247 -4.101 3.810
N -1.354 -3.892 2.908
C -2.450 -3.203 3.578
P -1.660 -4.423 1.312
O -1.692 -3.000 0.724
N -0.311 -4.924 0.359
C 1.084 -4.854 0.787
C -0.389 -4.502 -1.045
N -1.832 -6.116 1.839
C -3.232 -6.496 2.046
C -0.978 -6.953 2.639
H -0.546 -4.710 4.672
H 0.121 -3.142 4.200
H 0.612 -4.585 3.359
H -3.119 -3.919 4.071
H -3.046 -2.623 2.868
H -2.089 -2.494 4.328
H 1.279 -3.986 1.425
H 1.768 -4.764 -0.060
H 1.393 -5.772 1.288
H -0.033 -3.474 -1.176
H -1.417 -4.553 -1.414
H 0.209 -5.157 -1.682
H -3.579 -6.226 3.053
H -3.378 -7.571 1.904
H -3.879 -5.991 1.321
H -1.261 -6.930 3.700
H 0.077 -6.714 2.574
H -1.064 -7.991 2.299
C 7.677 -5.898 -1.840
N 6.497 -6.523 -1.293
C 6.824 -7.307 -0.109
P 4.885 -6.634 -1.851
O 4.297 -5.862 -0.655
N 4.352 -5.480 -3.020
C 5.151 -4.364 -3.513
C 2.979 -5.010 -2.800
N 5.356 -7.690 -3.205
C 5.163 -9.110 -2.898
C 6.373 -7.544 -4.215
H 8.425 -6.646 -2.131
H 8.146 -5.240 -1.097
H 7.493 -5.276 -2.710
H 7.113 -8.329 -0.382
H 5.968 -7.373 0.570
H 7.637 -6.858 0.466
H 5.811 -3.953 -2.743
H 4.526 -3.533 -3.849
H 5.726 -4.645 -4.396
H 2.945 -4.201 -2.062
H 2.340 -5.821 -2.443
H 2.539 -4.646 -3.732
H 6.030 -9.529 -2.368
H 4.995 -9.694 -3.808
H 4.281 -9.251 -2.266
H 7.310 -8.036 -3.924
H 6.605 -6.518 -4.475
H 6.031 -8.012 -5.144
C 0.565 10.617 1.954
N -0.067 9.913 0.865
C -0.192 10.770 -0.308
P -0.808 8.374 0.757
O 0.201 7.835 -0.274
N -0.407 7.199 1.956
C 0.580 7.392 3.012
C -0.261 5.836 1.423
N -2.160 8.881 1.802
C -3.331 9.306 1.031
C -2.177 9.509 3.097
H -0.016 11.500 2.246
H 1.564 10.965 1.661
H 0.710 10.020 2.848
H -1.124 11.347 -0.275
H -0.196 10.181 -1.229
H 0.645 11.468 -0.393
H 1.423 8.010 2.686
H 1.012 6.445 3.343
H 0.125 7.813 3.910
H 0.738 5.673 1.003
H -0.990 5.645 0.640
H -0.433 5.093 2.204
H -3.260 10.363 0.738
H -4.255 9.163 1.600
H -3.427 8.710 0.117
H -2.248 10.602 3.020
H -1.322 9.277 3.721
H -3.052 9.162 3.658
*
```

Computed properties:
strongest force on any atom: 8.02 eV/Å
gap between HOMO and LUMO: 6.199 eV

# C22H64N2O10

10 unconnected molecules or ions with the total composition C22H64N2O10 in a non-equilibrium geometry (ωB97M-V/def2-TZVPD, the Open Molecules 2025 dataset).

```
! RIJCOSX wB97M-V def2-TZVPD def2/J DEFGRID3
* xyz 0 1
N -4.248 5.603 -4.298
C -5.217 6.235 -3.739
N -5.767 7.128 -4.510
O -5.579 6.099 -2.604
H -4.100 5.810 -5.275
H -3.855 4.892 -3.698
H -5.287 7.438 -5.343
H -6.595 7.594 -4.168
C 6.881 6.529 1.717
C 5.847 7.418 1.051
C 4.541 6.663 0.745
O 5.558 8.497 1.926
H 6.511 6.093 2.645
H 7.763 7.019 2.128
H 7.253 5.780 1.019
H 6.278 8.012 0.245
H 4.816 5.853 0.070
H 3.730 7.262 0.329
H 4.277 6.191 1.691
H 6.367 9.007 2.004
C 6.779 -0.567 4.237
C 8.115 -1.250 4.346
C 9.059 -0.457 5.205
O 8.016 -2.551 4.840
H 6.228 -1.014 3.410
H 6.935 0.480 3.975
H 6.206 -0.656 5.161
H 8.498 -1.281 3.326
H 8.601 -0.187 6.156
H 9.285 0.545 4.840
H 9.953 -1.064 5.345
H 8.884 -2.961 4.839
C 7.783 0.669 -3.480
C 9.035 -0.106 -3.071
C 9.650 -0.891 -4.211
O 10.033 0.731 -2.655
H 8.015 1.327 -4.317
H 7.564 1.426 -2.727
H 6.952 0.032 -3.784
H 8.743 -0.756 -2.246
H 8.942 -1.668 -4.503
H 10.560 -1.380 -3.865
H 9.791 -0.297 -5.115
H 9.876 1.623 -2.973
C -8.315 -0.397 -5.303
C -9.573 -0.547 -4.395
C -10.870 -0.560 -5.215
O -9.537 -1.806 -3.722
H -8.312 -1.069 -6.161
H -7.387 -0.387 -4.731
H -8.306 0.605 -5.734
H -9.525 0.265 -3.670
H -10.836 -1.284 -6.030
H -10.998 0.419 -5.677
H -11.810 -0.706 -4.682
H -8.696 -1.752 -3.261
C -1.776 1.457 0.546
C -1.056 0.403 -0.223
C 0.400 0.849 -0.345
O -1.275 -0.808 0.386
H -2.838 1.287 0.719
H -1.537 2.433 0.124
H -1.341 1.567 1.539
H -1.574 0.435 -1.182
H 0.926 1.020 0.594
H 0.448 1.716 -1.003
H 0.986 0.088 -0.862
H -0.893 -0.747 1.264
C -6.444 -6.663 0.596
C -5.848 -6.229 -0.757
C -6.494 -6.956 -1.982
O -5.792 -4.839 -0.887
H -7.528 -6.556 0.621
H -6.111 -6.007 1.401
H -6.194 -7.692 0.853
H -4.783 -6.456 -0.728
H -6.126 -6.383 -2.834
H -7.580 -6.892 -2.041
H -6.063 -7.950 -2.103
H -4.961 -4.532 -0.518
C -0.380 -1.904 6.561
O 0.123 -2.418 5.359
H 0.364 -1.350 7.134
H -1.064 -1.119 6.238
H -0.824 -2.615 7.258
H 0.685 -3.192 5.439
C -7.838 0.541 5.031
O -8.188 1.090 6.328
H -8.560 -0.235 4.776
H -7.960 1.195 4.167
H -6.856 0.068 5.034
H -9.126 1.284 6.399
C 2.226 -6.822 -0.147
O 3.344 -7.425 0.498
H 1.352 -7.211 0.376
H 2.245 -5.750 0.048
H 2.150 -7.097 -1.199
H 3.249 -7.237 1.435
*
```

Computed properties:
strongest force on any atom: 4.44 eV/Å
gap between HOMO and LUMO: 10.077 eV